Below is C25H28CoFN6Si as an isolated structure, with properties calculated with ωB97M-V/def2-TZVPD.

Geometry as XYZ:
```
62
Properties=species:S:1:pos:R:3:mulliken_charge:R:1
Co -0.295 0.623 -0.185 -0.215
C -0.745 -1.836 1.380 -0.599
N 0.077 -0.641 1.583 0.058
C 1.563 -0.803 1.592 -1.661
C 2.166 0.377 0.870 0.669
N 1.544 0.497 -0.444 -0.288
C 2.295 0.710 -1.597 0.599
C 1.611 1.059 -2.773 -1.115
C 2.250 1.332 -3.964 -0.754
C 3.635 1.264 -4.041 -0.853
C 4.337 0.894 -2.911 -0.650
C 3.699 0.610 -1.711 1.093
N 4.523 0.204 -0.581 -0.001
C -2.013 -1.397 0.707 0.326
N -2.021 -0.397 -0.153 -0.222
C -3.350 -0.226 -0.554 0.731
C -3.921 0.685 -1.437 -0.649
C -5.286 0.605 -1.628 -0.652
C -6.064 -0.357 -0.963 -0.470
C -5.504 -1.266 -0.089 -0.972
C -4.130 -1.177 0.099 0.641
N -3.241 -1.900 0.893 -0.097
H -0.963 -2.390 2.297 0.357
H -0.206 -2.507 0.709 0.359
H -0.224 -0.151 2.419 0.169
H 1.798 -1.736 1.078 0.390
H 1.936 -0.870 2.616 0.284
H 0.528 1.127 -2.717 0.339
H 1.671 1.607 -4.836 0.411
H 4.153 1.484 -4.964 0.410
H 5.420 0.816 -2.953 0.367
H 5.478 0.493 -0.771 0.542
H -3.315 1.421 -1.950 0.413
H -5.770 1.295 -2.305 0.411
H -7.130 -0.386 -1.142 0.393
H -6.107 -2.007 0.419 0.399
H -3.470 -2.679 1.488 0.227
C 4.505 -1.257 -0.381 -0.914
Si 3.800 1.279 1.131 0.260
C 5.015 0.649 2.388 -1.189
C 4.353 2.865 0.329 -1.209
N 2.190 1.621 1.712 0.347
C 1.262 2.031 2.658 0.277
C 1.560 2.094 4.024 -0.413
C 0.620 2.502 4.960 -0.784
C -0.667 2.849 4.571 -0.520
C -1.002 2.810 3.224 -0.623
C -0.035 2.420 2.329 0.877
F -0.396 2.424 0.981 -0.447
H 4.977 -1.772 -1.218 0.385
H 3.471 -1.584 -0.314 0.285
H 5.021 -1.508 0.546 0.334
H 5.993 0.447 1.942 0.375
H 4.675 -0.255 2.899 0.335
H 5.162 1.426 3.144 0.402
H 5.340 2.790 -0.138 0.338
H 4.401 3.652 1.087 0.457
H 3.639 3.184 -0.430 0.317
H 2.560 1.816 4.335 0.406
H 0.893 2.542 6.007 0.421
H -1.400 3.158 5.303 0.405
H -1.981 3.101 2.867 0.487
```

Values from the calculation:
- maximum force (eV/A) = 0.5
- E (Eh) = -3069.9626
- lowest unoccupied orbital energy (alpha / beta) (eV) = -2.152 / -2.796
- <S²> = 3.764
- charge = +1
- M (g/mol) = 518.558
- gap between HOMO and LUMO (alpha / beta) (hartree) = 0.2845 / 0.2655
- spin multiplicity = 4